Record 1
13
Properties=species:S:1:pos:R:3 method="wB97M-V/def2-TZVPD" homo_lumo_gap_ev=11.314 smiles="[H]/N=C/OCCC#N" molar_mass_g_mol=98.10 de_lowest_kj_mol=218.2 energy_ev=-9271.23992
N 2.2824 0.0402 0.9763
C 1.3338 0.7230 1.4506
O 0.1470 0.9036 0.8003
C -0.0928 0.1622 -0.4205
C -1.5721 -0.1659 -0.5050
C -1.6075 -0.9521 -1.7363
N -1.6420 -1.6637 -2.6440
H 3.1050 0.0577 1.5746
H 1.3389 1.2667 2.4088
H 0.6319 -0.6417 -0.4423
H -0.0415 0.4896 -1.5397
H -2.0566 -0.6888 0.3244
H -2.1183 0.7652 -0.6988


Record 2
13
Properties=species:S:1:pos:R:3 method="wB97M-V/def2-TZVPD" homo_lumo_gap_ev=8.925 smiles="N/N=C1/C=CCO1" molar_mass_g_mol=98.11 de_lowest_kj_mol=241.8 energy_ev=-9270.99627
C 0.2908 0.3182 -0.0547
C -1.5768 -0.9691 0.1176
C -1.9538 0.4651 0.0381
C -0.8921 1.2359 -0.0288
H 3.3001 -0.0567 0.5470
H 2.1024 -1.2636 0.1579
H -2.0650 -1.4738 -0.7667
H -1.7610 -1.5508 1.0340
H -3.0135 0.8049 0.0532
H -0.7640 2.3023 0.0141
N 2.5220 -0.2944 -0.0412
N 1.5364 0.6889 0.0241
O -0.1771 -0.9781 -0.1691


Record 3
13
Properties=species:S:1:pos:R:3 method="wB97M-V/def2-TZVPD" homo_lumo_gap_ev=8.601 molar_mass_g_mol=98.10 de_lowest_kj_mol=385.0 energy_ev=-9269.51135
C -1.7825 0.9226 -0.5807
C -0.5837 0.1344 -0.1729
N -0.1354 -0.9157 -0.8447
C 0.9105 -1.3431 -0.0798
C 1.1530 -0.5762 1.1534
O 2.2486 -0.1780 0.0085
N 0.1264 0.4024 0.9363
H -2.1300 0.5747 -1.5538
H -1.5451 1.9895 -0.6379
H -2.5856 0.7934 0.1531
H 1.4200 -2.2628 -0.3478
H 3.0291 -0.6409 0.3469
H -0.1251 1.0997 1.6193


Record 4
13
Properties=species:S:1:pos:R:3 method="wB97M-V/def2-TZVPD" homo_lumo_gap_ev=11.438 smiles="[H]/N=C/OCCC#N" molar_mass_g_mol=98.10 de_lowest_kj_mol=255.1 energy_ev=-9270.85742
N 0.6391 1.9597 -1.5846
C 0.7758 0.8198 -1.0576
O 1.3479 0.4690 0.1012
C 0.4264 0.1584 1.1327
C -0.3825 -1.1321 0.9052
C -1.5829 -0.9527 0.0798
N -2.5401 -0.7977 -0.5511
H 0.1999 1.4033 -2.3425
H 0.3838 -0.0543 -1.6582
H -0.2426 1.0123 1.2891
H 1.0592 0.0273 2.0082
H 0.2606 -1.8918 0.4487
H -0.7050 -1.5209 1.8779


Record 5
13
Properties=species:S:1:pos:R:3 method="wB97M-V/def2-TZVPD" homo_lumo_gap_ev=9.084 smiles="C=C=CN.N=C=O" molar_mass_g_mol=98.10 de_lowest_kj_mol=304.4 energy_ev=-9270.34651
C -2.1511 1.3684 -0.0893
C -0.6163 -0.7314 -0.5112
C -1.4692 0.2702 -0.3614
C 2.6194 0.0261 -0.0216
N 0.0420 -1.5271 0.4988
N 2.0960 1.0484 0.3685
O 3.3383 -0.6817 -0.5820
H -3.1442 1.3519 -0.3620
H -1.8812 2.2857 0.3821
H -0.3052 -0.9364 -1.5772
H -0.2921 -1.3113 1.4570
H 0.6011 -2.3516 0.3122
H 1.1625 1.1890 0.4859


Record 6
13
Properties=species:S:1:pos:R:3 method="wB97M-V/def2-TZVPD" homo_lumo_gap_ev=8.615 smiles="NC1=C=C(O)NC1" molar_mass_g_mol=98.10 de_lowest_kj_mol=254.8 energy_ev=-9270.86077
N 0.8652 -1.7818 1.0360
C 0.2189 -0.7632 0.3449
C 0.8238 0.6264 0.4790
N -0.1541 1.4004 -0.2425
C -0.9318 0.5152 -0.8931
O -1.8111 1.0242 -1.7477
C -0.7662 -0.8624 -0.6037
H 0.8187 -1.6810 2.0445
H 0.5158 -2.6881 0.7527
H 1.0697 1.0277 1.4674
H -0.1475 2.3967 -0.3912
H -2.2450 0.2456 -2.1352
H 1.7436 0.5404 -0.1111


Record 7
13
Properties=species:S:1:pos:R:3 method="wB97M-V/def2-TZVPD" homo_lumo_gap_ev=9.643 molar_mass_g_mol=98.10 de_lowest_kj_mol=353.0 energy_ev=-9269.84338
C -1.7733 0.0283 0.4074
C -0.7577 0.8514 -0.8849
C -0.6329 -0.5604 -0.8909
N 0.5951 -1.0419 -0.4341
C 1.2001 0.0662 -0.1277
N 2.4768 0.2073 0.2881
O 0.4923 1.2005 -0.2873
H -2.7762 0.1336 0.0030
H -1.6658 -0.9288 0.9365
H -1.5450 0.8227 1.1149
H -1.3068 -1.2247 -1.4204
H 2.7333 1.0764 0.7276
H 2.9600 -0.6308 0.5678


Record 8
13
Properties=species:S:1:pos:R:3 method="wB97M-V/def2-TZVPD" homo_lumo_gap_ev=10.014 smiles="[H]/N=C/N1CC(=O)C1" molar_mass_g_mol=98.11 de_lowest_kj_mol=210.9 energy_ev=-9271.31560
C 1.4701 -0.8023 -0.7915
C -0.6455 -0.9863 0.6486
C -1.2683 0.3900 0.6749
C -0.0017 0.9838 0.0892
H 2.7587 -0.4373 -2.1710
H 1.6082 -1.9064 -0.7934
H -1.1799 -1.6486 -0.0435
H -0.4157 -1.5634 1.5591
H 0.4648 1.8013 0.6705
H -0.1301 1.3373 -0.9298
N 2.0864 0.0464 -1.4819
N 0.5555 -0.3369 0.1576
O -2.3658 0.8674 0.9064


Record 9
13
Properties=species:S:1:pos:R:3 method="wB97M-V/def2-TZVPD" homo_lumo_gap_ev=10.297 smiles="CC(=O)[C@@H]1N=C1N" molar_mass_g_mol=98.10 de_lowest_kj_mol=202.4 energy_ev=-9271.40415
C 1.7826 1.3475 -0.3335
C 0.8810 0.1713 -0.0493
C -0.5602 0.4305 0.2839
N -1.1208 -0.2137 1.5625
C -1.3820 -0.7424 0.4526
N -2.0353 -1.7519 -0.1632
O 1.2887 -0.9740 -0.0897
H 2.6215 1.0214 -0.9515
H 1.2510 2.1724 -0.8177
H 2.1783 1.7218 0.6182
H -0.9809 1.4029 0.0210
H -1.5625 -2.1006 -0.9860
H -2.3614 -2.4852 0.4529


Record 10
13
Properties=species:S:1:pos:R:3 method="wB97M-V/def2-TZVPD" homo_lumo_gap_ev="7.156 / 7.156" molar_mass_g_mol=98.10 de_lowest_kj_mol=391.4 energy_ev=-9269.44536
C -0.1180 -0.4461 -1.9002
C 0.8938 -0.2966 -1.0282
C -1.3778 0.0557 -1.5100
C 0.6459 0.4096 0.2603
N -0.6706 0.9602 0.3265
N -1.3879 0.5640 1.4367
O -2.5110 0.1678 -1.8231
H -0.0103 -0.9708 -2.8374
H 1.8903 -0.6519 -1.2342
H 0.8443 -0.2821 1.0955
H 1.3775 1.2261 0.3457
H -1.5108 -0.4454 1.5413
H -2.2884 1.0272 1.4278


Record 11
13
Properties=species:S:1:pos:R:3 method="wB97M-V/def2-TZVPD" homo_lumo_gap_ev=9.518 smiles=COc1c[nH]cn1 molar_mass_g_mol=98.10 de_lowest_kj_mol=117.6 energy_ev=-9272.28322
C 2.3208 0.1060 -0.1805
O 1.2019 -0.2223 -0.9865
C -0.0296 -0.0344 -0.4576
C -0.7569 -0.9621 0.2380
N -1.9595 -0.3413 0.4889
C -1.8923 0.9047 -0.0491
N -0.7333 1.1262 -0.6221
H 2.7642 1.0514 -0.5097
H 3.0510 -0.7009 -0.2970
H 2.0399 0.1938 0.8740
H -0.5289 -1.9685 0.5516
H -2.7554 -0.7542 0.9462
H -2.7218 1.6017 0.0039


Record 12
13
Properties=species:S:1:pos:R:3 method="wB97M-V/def2-TZVPD" homo_lumo_gap_ev=8.217 smiles=Nc1[nH]ccc1O molar_mass_g_mol=98.10 de_lowest_kj_mol=192.4 energy_ev=-9271.50828
N 2.0092 0.7532 0.1243
C 0.6549 0.4077 -0.0512
C 0.0582 -0.8007 0.1586
O 0.7462 -1.9425 0.4675
C -1.3629 -0.6334 0.0342
C -1.5596 0.6395 -0.3600
N -0.3381 1.3561 -0.3865
H 2.3934 1.3059 -0.6284
H 2.5836 -0.0707 0.2448
H 0.1295 -2.6818 0.5133
H -2.1227 -1.3874 0.1718
H -2.4250 1.1878 -0.6932
H -0.7667 1.8661 0.4049